C19H58N8O9 | the ωB97M-V functional and the def2-TZVPD basis

Element x y z (Å)
O -20.3413 12.3169 -29.9424
O -12.6512 10.9727 -30.6132
O -15.4069 6.2187 -23.6949
O -20.1521 3.5321 -24.6450
O -15.3278 11.9990 -26.6707
O -17.7383 12.3407 -24.9278
O -17.3879 6.2915 -31.3194
O -18.7692 7.0823 -20.3312
O -15.9142 9.2920 -27.7336
N -14.9103 10.8591 -30.8780
N -13.9436 5.6924 -25.3601
N -16.2521 6.3429 -29.4302
N -16.5607 8.1402 -30.4877
N -17.1912 14.0599 -27.4214
N -13.6069 7.3795 -24.1729
N -13.6021 11.0759 -32.5884
N -15.7209 7.3681 -21.0411
C -19.9510 6.3937 -20.5760
C -13.6742 10.9815 -31.3199
C -16.2280 13.4014 -28.3514
C -16.0754 8.3727 -26.6618
C -18.1253 7.6546 -21.4898
C -21.0376 5.7072 -24.9975
C -16.8026 8.3634 -21.1636
C -16.7393 6.8873 -30.5056
C -14.9402 12.9925 -27.5850
C -19.5149 10.2875 -28.7559
C -20.7087 11.1002 -29.2899
C -14.1624 11.5966 -25.8949
C -16.2101 14.2412 -29.6223
C -17.4761 8.6303 -26.0918
C -16.6820 14.3733 -24.1727
C -21.1203 4.4216 -24.1549
C -14.3856 6.3794 -24.3493
C -16.3792 9.3982 -22.1586
C -17.1791 12.9707 -23.7900
H -17.0850 8.6809 -31.1607
H -17.8466 7.6977 -25.6661
H -14.4659 13.8285 -27.0709
H -16.7956 12.5323 -28.6838
H -16.1618 8.9910 -23.1460
H -20.5913 6.9603 -21.2520
H -17.2397 9.9860 -22.4782
H -20.4350 2.6359 -24.4491
H -21.5643 5.5955 -25.9453
H -16.1671 8.5791 -29.6676
H -20.4632 6.0613 -19.6731
H -21.3548 10.5426 -29.9679
H -14.4749 10.8605 -33.0488
H -16.3556 5.3605 -29.2199
H -19.6928 5.4790 -21.1096
H -17.9455 13.1595 -23.0383
H -19.9763 5.8085 -25.2242
H -19.6961 9.3830 -28.1753
H -19.0430 9.8998 -29.6588
H -13.6033 12.3790 -25.3817
H -14.6644 5.2926 -25.9438
H -17.2438 14.3959 -29.9316
H -15.4874 7.0131 -21.9574
H -16.7841 8.9344 -20.2353
H -14.4969 10.9767 -25.0631
H -15.5944 10.0995 -27.3248
H -18.0206 6.9722 -22.3333
H -14.1493 12.5682 -28.2036
H -15.7491 15.1853 -29.3320
H -20.2872 12.9785 -29.2489
H -16.8952 15.0067 -27.2313
H -15.9692 6.5749 -20.4673
H -13.6371 10.9035 -26.5521
H -17.3991 15.0217 -24.6762
H -15.5555 13.8015 -30.3747
H -18.1996 9.0704 -26.7782
H -16.5848 12.3546 -23.1152
H -13.6948 7.9784 -23.3645
H -22.0451 3.8736 -24.3350
H -17.1070 13.6305 -26.5111
H -15.0117 10.8193 -29.8739
H -13.0518 6.0113 -25.7109
H -12.7361 7.4343 -24.6816
H -12.6928 11.1037 -33.0272
H -15.4915 9.9142 -21.7929
H -21.4456 11.4665 -28.5752
H -18.8122 8.4149 -21.8615
H -16.2996 14.9499 -23.3304
H -15.7417 10.8849 -31.4509
H -17.6339 9.2242 -25.1916
H -15.4344 6.8327 -29.0961
H -21.3786 6.5867 -24.4512
H -15.4852 8.6116 -25.7772
H -18.7484 10.8602 -28.2338
H -20.8849 4.7300 -23.1362
H -15.8629 14.2318 -24.8778
H -16.0176 7.3782 -27.1042
H -17.0905 11.8378 -25.4270

Properties
- Structure (SMILES): COC[C@H](C)N.COC[C@H](C)N.NC(N)=O.NC(N)=O.NC(N)=O.CCO.CCO.CCO.CCO
- Frontier orbital gap: 8.75 eV
- Electronic energy: -50989.3216 eV
- HOMO energy: -8.671 eV

C17H29N2O5P2Yb | the ωB97M-V functional and the def2-TZVPD basis

Element x y z (Å)
Yb 0.4056 -0.0411 0.1268
P -0.0516 2.2951 -1.0946
P -0.2927 -2.6699 0.5901
O 1.8493 -0.6493 -1.3268
O -1.5393 2.3103 2.1482
O -3.3240 3.0532 0.1315
O 3.9412 -1.2398 -0.9598
O 2.6114 -2.5534 -2.1327
N -1.3974 -0.4470 -1.5443
N 2.8583 -1.5279 -1.4670
C 3.3431 1.3685 4.0389
C 2.0668 0.8683 4.3589
C -1.7703 -3.0652 1.6115
C -2.6712 -2.0242 -2.7908
C 3.6993 1.5427 2.6896
C 0.9421 2.5900 -2.5849
C 1.1194 0.5982 3.3243
C 1.5202 0.8688 2.0536
C -0.9956 -2.8921 -1.1033
C -3.0469 0.3074 -3.1043
C 0.7981 -4.0656 1.0835
C 2.7694 1.2583 1.6458
C -1.7200 -1.7250 -1.8070
C -2.0238 0.5609 -2.1850
C -0.0435 3.9677 -0.3814
C -3.3688 -1.0053 -3.4356
C -1.6954 2.0010 -1.8502
H -2.7383 2.8238 0.8998
H -2.8617 -3.0688 -3.0033
H 0.9813 4.1775 -0.0404
H -1.2947 0.1516 1.5253
H 2.0026 2.6498 -2.3078
H -4.1889 2.6302 0.2673
H -1.8002 2.6249 -2.7519
H 4.7059 1.8775 2.4251
H -0.8639 2.3787 2.8549
H -2.0350 -4.1312 1.5879
H -0.3411 4.7151 -1.1303
H 4.0575 1.6136 4.8400
H 0.1251 0.1845 3.5457
H -1.5468 -2.7729 2.6435
H -2.4583 2.3959 -1.1163
H 0.2162 -4.9287 1.4482
H -4.1394 -1.2248 -4.1742
H 0.6226 3.5211 -3.0717
H 3.0712 1.3637 0.5927
H -2.6048 -2.4489 1.2624
H -0.6934 3.9927 0.5025
H 1.4627 -4.3530 0.2478
H -1.5012 1.2799 1.8750
H -1.6772 -3.7508 -1.0913
H -0.1509 -3.2117 -1.7351
H 1.4427 -3.7210 1.9186
H 1.7774 0.6947 5.3961
H -3.5684 1.1651 -3.5156
H 0.8197 1.7422 -3.2666

Properties
- <S²>: 0.751
- 2S+1: 2
- Frontier orbital gap (alpha / beta): 7.31 / 7.30 eV
- Electronic energy: -81420.7170 eV
- HOMO energy (alpha / beta): -7.287 / -7.276 eV